(1)
{
  "formula": "C7H9N3O2S",
  "method": "ωB97M-V/def2-TZVPD",
  "species": ["O", "C", "C", "C", "S", "N", "N", "N", "C", "C", "O", "C", "C", "H", "H", "H", "H", "H", "H", "H", "H", "H"],
  "xyz": [[-1.76517, 0.44434, 1.60793], [-0.82909, -0.13528, 1.07743], [0.09983, -0.91735, 1.93796], [0.05716, -0.80049, 3.31495], [1.21077, -1.84731, 3.98334], [1.66333, -2.36771, 2.47422], [1.02466, -1.81730, 1.54606], [-0.63483, -0.10402, -0.25737], [0.48723, -0.62192, -1.00110], [1.39475, 0.55369, -1.41637], [0.66420, 1.75550, -1.54816], [-0.62656, 1.53790, -2.06278], [-1.49011, 0.76316, -1.04970], [-0.58216, -0.16945, 3.89556], [0.09042, -1.12648, -1.88897], [1.04230, -1.34396, -0.40540], [2.15005, 0.75276, -0.65283], [1.90133, 0.31182, -2.36323], [-1.05066, 2.52575, -2.24721], [-0.56722, 0.99700, -3.01899], [-2.24939, 0.16689, -1.56888], [-1.99084, 1.44247, -0.35644]],
  "nbo_charge": [-0.626, 0.649, -0.032, -0.387, 0.643, -0.345, -0.192, -0.400, -0.278, -0.071, -0.520, -0.081, -0.249, 0.271, 0.191, 0.269, 0.190, 0.168, 0.205, 0.158, 0.194, 0.244],
  "homo_lumo_gap_ha": 0.3464,
  "e_homo_ev": -9.31,
  "lumo_ev": 0.115,
  "spin_multiplicity": 1
}

(2)
{
  "formula": "C9H12N4O",
  "method": "ωB97M-V/def2-TZVPD",
  "species": ["C", "O", "C", "N", "C", "C", "C", "C", "C", "N", "C", "C", "N", "N", "H", "H", "H", "H", "H", "H", "H", "H", "H", "H", "H", "H"],
  "xyz": [[-1.75027, -2.65177, -0.50617], [-1.22724, -1.92309, 0.62999], [-0.91233, -0.69676, 0.19840], [-1.28945, -0.16907, -0.83506], [-0.84344, 1.11940, -1.27953], [-1.36006, 2.25137, -0.33284], [-0.47774, 2.52700, 0.81294], [0.19706, 1.55046, 1.54067], [0.29226, 0.11952, 1.26925], [1.49668, -0.15783, 0.42542], [2.02648, -1.38180, 0.47289], [3.10808, -1.30048, -0.42083], [3.13976, -0.08660, -0.94386], [2.10459, 0.59116, -0.47855], [-0.96270, -2.85242, -1.19231], [-2.43914, -1.93341, -1.03399], [-2.21039, -3.64282, -0.23561], [-1.29573, 1.44588, -2.23208], [0.18201, 1.27494, -1.41633], [-2.32153, 1.84492, 0.09298], [-1.73513, 3.14531, -0.88945], [-0.29709, 3.54647, 1.17908], [0.69389, 1.95454, 2.39401], [0.48577, -0.45375, 2.21384], [1.50173, -2.10778, 1.09644], [3.89394, -2.01337, -0.52929]],
  "nbo_charge": [-0.282, -0.508, 0.636, -0.524, -0.244, -0.474, -0.104, -0.271, -0.131, -0.161, -0.106, -0.108, -0.242, -0.093, 0.186, 0.223, 0.200, 0.200, 0.235, 0.228, 0.226, 0.214, 0.220, 0.237, 0.232, 0.213],
  "homo_lumo_gap_ha": 0.3710,
  "e_homo_ev": -9.30,
  "lumo_ev": 0.800,
  "spin_multiplicity": 1
}

(3)
{
  "formula": "H66O33",
  "method": "ωB97M-V/def2-TZVPD",
  "species": ["O", "H", "H", "O", "H", "H", "O", "H", "H", "O", "H", "H", "O", "H", "H", "O", "H", "H", "O", "H", "H", "O", "H", "H", "O", "H", "H", "O", "H", "H", "O", "H", "H", "O", "H", "H", "O", "H", "H", "O", "H", "H", "O", "H", "H", "O", "H", "H", "O", "H", "H", "O", "H", "H", "O", "H", "H", "O", "H", "H", "O", "H", "H", "O", "H", "H", "O", "H", "H", "O", "H", "H", "O", "H", "H", "O", "H", "H", "O", "H", "H", "O", "H", "H", "O", "H", "H", "O", "H", "H", "O", "H", "H", "O", "H", "H", "O", "H", "H"],
  "xyz": [[0.40720, -8.27303, 10.42187], [0.47521, -9.15245, 10.05009], [1.31200, -7.96587, 10.47869], [5.42069, -6.51248, 11.88063], [5.52047, -6.46448, 12.83141], [6.30492, -6.37842, 11.53946], [-2.52721, -11.79149, 6.40262], [-3.28010, -11.67357, 5.82340], [-2.64598, -11.13345, 7.08755], [-0.86054, -13.96895, 9.75329], [-1.40892, -14.37042, 10.42734], [0.03612, -14.11711, 10.05373], [4.68474, -8.95967, 14.05395], [3.93416, -9.49782, 13.80247], [4.41045, -8.52845, 14.86331], [3.76778, -11.18577, 9.63703], [4.43522, -11.35922, 8.97320], [4.18964, -10.58353, 10.24988], [0.37658, -8.20465, 5.28894], [1.21068, -8.22300, 4.81972], [0.28240, -7.29625, 5.57558], [1.09900, -4.27940, 10.72284], [2.03269, -4.30868, 10.51407], [0.66155, -4.47452, 9.89411], [5.11827, -9.81118, 11.60283], [4.95164, -9.39297, 12.44755], [5.95778, -9.45032, 11.31782], [-4.20812, -8.23278, 10.43535], [-4.24118, -9.17480, 10.26877], [-5.04129, -7.90059, 10.10113], [-1.67783, -8.92897, 14.52702], [-1.61246, -8.44852, 13.70172], [-1.03117, -8.51422, 15.09803], [2.84449, -6.81147, 6.23621], [2.84548, -6.14743, 5.54680], [2.82154, -6.31075, 7.05167], [2.05547, -12.19809, 5.89240], [1.70565, -11.68877, 5.16133], [1.46093, -12.01370, 6.61956], [-3.82895, -5.83944, 11.75719], [-4.45730, -5.94953, 12.47083], [-3.96053, -6.60726, 11.20098], [3.22752, -7.10448, 10.06187], [3.36268, -6.16360, 10.17464], [3.89007, -7.51077, 10.62062], [-1.78274, -4.17214, 11.06670], [-0.97278, -4.64055, 10.86473], [-2.44130, -4.86055, 11.15957], [2.29649, -10.61408, 13.80245], [1.50652, -11.00348, 13.42756], [1.97517, -9.89127, 14.34146], [0.92042, -14.08897, 12.59678], [0.27388, -14.78967, 12.51172], [0.41004, -13.28201, 12.52923], [-4.13919, -9.03831, 13.16794], [-3.25266, -9.08661, 13.52565], [-4.07050, -8.42202, 12.43875], [-0.57276, -7.30984, 12.68190], [-0.18462, -7.72299, 11.91062], [0.13602, -6.78652, 13.05608], [1.14254, -10.39070, 8.89778], [1.63297, -9.87965, 8.25393], [1.80558, -10.92370, 9.33655], [-2.64986, -11.78055, 9.76703], [-2.70785, -11.93823, 10.70937], [-2.05954, -12.46202, 9.44555], [1.33298, -8.74371, 15.47589], [1.35874, -8.91068, 16.41807], [1.20922, -7.79733, 15.40318], [-4.93343, -10.44801, 8.96741], [-4.10437, -10.89095, 9.14825], [-4.90074, -10.25034, 8.03142], [0.67641, -4.32202, 7.93103], [0.30952, -4.86690, 7.23481], [1.61584, -4.30005, 7.74872], [-2.00869, -6.96858, 9.33060], [-1.15483, -7.30720, 9.59984], [-2.64088, -7.49666, 9.81813], [1.35158, -5.94329, 14.55340], [2.30593, -6.01415, 14.57384], [1.18256, -5.09767, 14.13795], [0.89386, -3.74215, 13.27271], [1.09534, -4.11642, 12.41507], [0.36168, -2.97052, 13.07880], [-2.84280, -7.74780, 6.78321], [-2.48402, -8.47363, 7.29377], [-2.60060, -6.96431, 7.27690], [-0.25054, -11.27461, 13.07919], [-0.99377, -11.84247, 12.87580], [-0.61738, -10.59056, 13.63932], [3.80286, -4.82535, 10.96419], [3.81954, -4.05133, 11.52706], [4.49397, -5.38942, 11.31123], [3.44396, -4.44612, 7.78172], [4.09280, -4.21665, 8.44700], [3.91098, -4.35865, 6.95078], [-1.67729, -9.70895, 8.12628], [-0.73439, -9.59951, 8.24955], [-1.93734, -10.33190, 8.80490]],
  "lowdin_charge": [-0.037, 0.011, 0.031, 0.003, 0.083, 0.091, -0.043, 0.035, -0.027, -0.025, 0.045, 0.044, -0.041, 0.006, 0.056, -0.041, 0.051, -0.014, -0.051, 0.014, 0.011, -0.043, 0.011, 0.024, -0.031, -0.023, 0.055, -0.051, 0.037, 0.091, -0.059, -0.003, 0.032, -0.040, 0.036, -0.004, -0.051, 0.030, 0.013, -0.028, 0.060, -0.013, -0.032, -0.034, 0.011, -0.057, -0.019, -0.031, -0.052, -0.008, -0.029, -0.029, 0.030, -0.011, -0.047, -0.023, -0.019, -0.032, -0.015, 0.014, -0.034, 0.067, 0.025, -0.030, 0.068, 0.030, -0.023, 0.075, 0.018, -0.034, -0.019, 0.054, -0.028, 0.047, -0.015, -0.041, 0.004, -0.008, -0.047, 0.043, -0.026, -0.044, -0.014, 0.073, -0.083, -0.051, -0.002, -0.034, 0.048, 0.026, -0.065, 0.086, -0.026, -0.032, 0.054, 0.066, -0.038, 0.037, 0.011],
  "homo_lumo_gap_ha": 0.3129,
  "e_homo_ev": -9.47,
  "lumo_ev": -0.961,
  "spin_multiplicity": 1
}

(4)
{
  "formula": "C44H35AsAuBO5S",
  "method": "ωB97M-V/def2-TZVPD",
  "species": ["Au", "O", "C", "C", "O", "O", "C", "C", "C", "C", "C", "C", "C", "C", "C", "C", "C", "C", "H", "H", "H", "H", "H", "H", "H", "H", "H", "H", "H", "S", "C", "C", "C", "C", "C", "C", "H", "H", "H", "H", "H", "O", "B", "O", "C", "C", "C", "C", "C", "C", "H", "H", "H", "H", "C", "C", "C", "C", "C", "C", "As", "C", "C", "C", "C", "C", "C", "C", "C", "C", "C", "C", "C", "H", "H", "H", "H", "H", "H", "H", "H", "H", "H", "H", "H", "H", "H", "H"],
  "xyz": [[-0.07958, -0.02140, -0.30173], [-0.35163, -0.01213, 2.01213], [-0.94834, -1.19625, 2.60321], [-1.47314, -2.12348, 1.46016], [-2.17057, -3.06212, 1.78157], [-1.11227, -1.83652, 0.26331], [0.09064, -1.99039, 3.37530], [-0.32677, -2.88188, 4.36104], [0.59664, -3.66148, 5.03473], [1.94834, -3.56898, 4.72941], [2.36670, -2.70298, 3.73321], [1.44197, -1.92131, 3.05227], [-2.09068, -0.66085, 3.45475], [-3.36931, -0.53888, 2.91948], [-4.37886, 0.07932, 3.64307], [-4.12310, 0.57634, 4.91265], [-2.84977, 0.45774, 5.45201], [-1.83988, -0.15397, 4.72524], [0.51263, 0.17880, 2.41205], [-1.38122, -2.97480, 4.58172], [0.25857, -4.35063, 5.79737], [2.66840, -4.17981, 5.25814], [3.41407, -2.63933, 3.46749], [1.79511, -1.28289, 2.24955], [-3.58401, -0.93090, 1.93416], [-5.36842, 0.16626, 3.21260], [-4.91452, 1.04588, 5.48272], [-2.64004, 0.84442, 6.44136], [-0.84685, -0.23394, 5.14946], [2.02913, 1.02522, 0.59895], [3.60703, 0.46701, 0.01529], [3.95256, 0.56740, -1.33027], [5.19181, 0.13343, -1.77253], [6.11249, -0.38408, -0.87171], [5.77998, -0.47876, 0.46999], [4.52765, -0.07124, 0.90900], [3.23045, 0.98210, -2.02392], [5.44395, 0.20589, -2.82276], [7.08368, -0.71474, -1.21627], [6.49131, -0.88534, 1.17749], [4.25131, -0.16044, 1.95280], [0.09684, -1.18724, -2.98285], [0.19960, -0.01367, -2.27205], [0.45218, 1.07264, -3.07530], [0.51068, 0.55255, -4.35450], [0.74484, 1.21137, -5.53835], [0.75621, 0.42326, -6.68678], [0.54322, -0.95072, -6.62981], [0.30750, -1.60492, -5.42308], [0.29732, -0.81534, -4.29699], [0.90487, 2.27997, -5.56694], [0.93483, 0.89150, -7.64513], [0.55999, -1.52629, -7.54525], [0.13945, -2.67081, -5.36658], [-1.18326, 4.86975, 3.95468], [-1.85789, 3.65729, 3.95901], [-1.91110, 2.88288, 2.80978], [-1.29790, 3.33660, 1.64661], [-0.61093, 4.54614, 1.64253], [-0.55787, 5.31182, 2.79809], [-1.35216, 2.24922, 0.04831], [-3.23362, 1.82888, -0.13294], [-3.60463, 0.58854, -0.63687], [-4.94933, 0.26790, -0.77515], [-5.92289, 1.18233, -0.40439], [-5.55587, 2.41748, 0.11387], [-4.21512, 2.73960, 0.25476], [-0.99968, 3.55548, -1.33228], [-1.99242, 4.36800, -1.86868], [-1.66470, 5.32519, -2.81747], [-0.34546, 5.48458, -3.21794], [0.64703, 4.68041, -2.67623], [0.32077, 3.71054, -1.73956], [-1.14275, 5.46969, 4.85455], [-2.34208, 3.30177, 4.85884], [-2.43556, 1.93560, 2.82733], [-0.12506, 4.89932, 0.74191], [-0.02875, 6.25574, 2.79079], [-2.85739, -0.15688, -0.88954], [-5.22797, -0.70600, -1.15573], [-6.97022, 0.92917, -0.50693], [-6.31435, 3.12831, 0.41592], [-3.93333, 3.69233, 0.68815], [-3.02397, 4.24992, -1.56218], [-2.44062, 5.94903, -3.24194], [-0.09227, 6.23628, -3.95443], [1.67676, 4.80005, -2.98810], [1.09374, 3.06952, -1.33102]],
  "lowdin_charge": [0.920, -0.185, -0.295, -0.604, 0.091, -0.126, -0.146, -0.021, -0.066, -0.086, -0.071, -0.019, -0.156, -0.019, -0.068, -0.089, -0.088, -0.030, 0.034, 0.127, 0.105, 0.101, 0.101, 0.073, 0.114, 0.105, 0.102, 0.105, 0.126, 0.668, -0.642, -0.117, -0.086, -0.097, -0.089, -0.127, 0.094, 0.103, 0.100, 0.102, 0.093, 0.180, -0.692, 0.141, -0.183, 0.015, -0.082, -0.081, 0.018, -0.185, 0.121, 0.103, 0.103, 0.125, -0.080, -0.067, -0.096, -0.352, -0.090, -0.078, 1.339, -0.369, -0.114, -0.072, -0.080, -0.078, -0.116, -0.374, -0.085, -0.078, -0.083, -0.075, -0.134, 0.103, 0.098, 0.082, 0.098, 0.104, 0.078, 0.110, 0.104, 0.105, 0.107, 0.092, 0.104, 0.102, 0.107, 0.067],
  "homo_lumo_gap_ha": [0.2290, 0.2289],
  "e_homo_ev": [-7.87, -7.87],
  "lumo_ev": [-1.642, -1.643],
  "spin_multiplicity": 1
}